Entry 1:
{
  "formula": "C6H9O4Ru",
  "method": "the ωB97M-V functional and the def2-TZVPD basis",
  "elements": ["O", "C", "O", "O", "C", "Ru", "H", "H", "C", "C", "H", "H", "H", "C", "C", "O", "H", "H", "H", "H"],
  "coordinates": [[-1.30220, 1.31960, 2.47390], [-0.15947, 1.13094, 1.96842], [0.22961, 1.86586, 1.01928], [0.38799, -0.04139, 2.23428], [0.61253, -1.09757, 1.27413], [-1.30085, 3.09713, 1.48325], [0.32471, -0.44385, 0.43324], [0.80156, -1.77040, 2.12985], [2.25948, -2.38013, 0.77709], [1.37985, -2.85566, -0.20897], [2.94954, -1.54506, 0.63184], [2.55774, -3.10496, 1.54299], [1.79864, -3.11441, -1.18775], [0.03666, -2.37194, -0.17904], [-0.54783, -2.04449, -1.53717], [-1.82057, -1.44556, -1.37325], [-0.68714, -2.85860, 0.48562], [-0.63131, -2.97609, -2.12273], [0.12992, -1.36535, -2.08257], [-1.93761, -0.77064, -2.04640]],
  "mulliken_charge": [-0.62, 1.06, -0.62, -0.31, -0.69, 0.36, 0.54, 0.55, -0.63, -0.27, 0.34, 0.45, 0.38, 0.08, -0.65, -0.50, 0.43, 0.34, 0.41, 0.34],
  "lumo_energy_ev": [-5.6, -7.1],
  "mol_weight_g_mol": 246.20,
  "s2": 12.09,
  "homo_energy_ev": [-9.429, -12.433],
  "spin_multiplicity": 7,
  "orbital_gap_ha": [0.13895, 0.19773],
  "total_charge": 1,
  "fmax_ev_per_a": 5.60
}

Entry 2:
{
  "formula": "C6H13NO",
  "method": "the ωB97M-V functional and the def2-TZVPD basis",
  "elements": ["C", "C", "N", "C", "O", "H", "H", "H", "H", "H", "H", "H", "C", "C", "C", "H", "H", "H", "H", "H", "H"],
  "coordinates": [[-1.20503, -1.53515, 0.17985], [-1.09184, -0.03558, -0.01482], [-1.63065, 0.51780, -1.22216], [-1.08434, 0.81492, 1.10374], [-1.12398, 0.33331, 2.41235], [-0.99570, -2.04775, -0.75941], [-0.49900, -1.88375, 0.93456], [-2.21203, -1.82573, 0.49771], [-2.54485, 0.93919, -1.10380], [-1.66090, -0.12169, -2.00784], [-1.56771, 1.78299, 1.00006], [-1.63279, -0.48293, 2.46257], [1.62392, 1.24939, 0.70340], [1.60916, 0.46899, -0.31167], [2.52908, -0.19079, -1.26827], [0.40587, 1.35528, 1.08486], [2.39870, 1.67630, 1.31913], [0.39503, 0.08765, -0.43182], [3.56821, 0.08595, -1.08115], [2.44118, -1.27787, -1.20349], [2.27768, 0.08950, -2.29381]],
  "mulliken_charge": [-1.77, 0.97, -0.59, -0.41, -0.52, 0.41, 0.41, 0.42, 0.22, 0.25, 0.37, 0.31, -0.75, 0.38, -1.03, 0.20, 0.34, -0.04, 0.31, 0.28, 0.26],
  "e_above_lowest_kj_mol": 456.8,
  "lumo_energy_ev": 0.8,
  "mol_weight_g_mol": 115.18,
  "homo_energy_ev": -7.790,
  "spin_multiplicity": 1,
  "smiles": "C/C(N)=C\\O.C=CC",
  "orbital_gap_ha": 0.31400,
  "fmax_ev_per_a": 2.67
}

Entry 3:
{
  "formula": "C4H16O4",
  "method": "the ωB97M-V functional and the def2-TZVPD basis",
  "elements": ["C", "C", "O", "H", "H", "H", "H", "H", "H", "C", "C", "O", "H", "H", "H", "H", "H", "H", "O", "H", "H", "O", "H", "H"],
  "coordinates": [[22.60509, 1.87006, 0.91554], [22.94075, 3.34211, 0.80289], [22.02749, 4.01929, -0.07597], [23.45002, 1.40498, 1.42339], [22.46886, 1.38698, -0.05202], [21.67919, 1.75390, 1.47883], [23.89450, 3.38466, 0.27692], [22.98433, 3.86344, 1.75915], [22.43238, 4.87502, -0.23534], [20.69732, 6.55758, 4.47428], [20.56144, 5.54601, 3.41333], [19.45333, 4.70620, 3.81250], [20.77561, 6.02940, 5.42453], [19.77017, 7.10325, 4.64961], [21.53721, 7.24132, 4.35103], [21.48789, 4.97802, 3.32854], [20.37525, 5.97840, 2.43024], [19.21643, 4.11124, 3.09731], [17.58112, 3.63134, -0.39041], [16.90024, 2.99154, -0.18237], [17.19820, 4.17367, -1.07996], [19.62296, 3.49586, 1.43613], [20.51053, 3.56789, 1.08505], [19.06569, 3.40576, 0.66310]],
  "mulliken_charge": [-1.04, -0.27, -0.56, 0.34, 0.27, 0.34, 0.39, 0.22, 0.30, -1.29, 0.24, -0.53, 0.29, 0.32, 0.36, 0.01, 0.26, 0.37, -0.61, 0.28, 0.28, -0.72, 0.40, 0.35],
  "e_above_lowest_kj_mol": 82.4,
  "lumo_energy_ev": 0.5,
  "mol_weight_g_mol": 128.17,
  "homo_energy_ev": -9.351,
  "spin_multiplicity": 1,
  "smiles": "CCO.CCO.O.O",
  "orbital_gap_ha": 0.36066,
  "fmax_ev_per_a": 1.63
}

Entry 4:
{
  "formula": "C3H8N2O2",
  "method": "the ωB97M-V functional and the def2-TZVPD basis",
  "elements": ["N", "C", "O", "C", "N", "C", "O", "H", "H", "H", "H", "H", "H", "H", "H"],
  "coordinates": [[1.59313, 0.60068, 1.54763], [0.82283, 1.19531, 0.56920], [0.53343, 2.33390, 0.40489], [0.09084, -0.09746, -0.16002], [-0.98032, -0.72198, 0.79238], [-0.65358, 0.15084, -1.50038], [-0.87467, -0.96653, -2.28646], [1.17724, -0.23254, 2.10998], [2.51275, 0.36085, 1.15988], [0.93571, -0.82951, -0.20103], [-1.24674, -0.23227, 1.63885], [-0.71663, -1.63156, 1.16413], [-0.11652, 0.91798, -2.09329], [-1.57938, 0.71626, -1.22801], [-1.49808, -1.56395, -1.91775]],
  "mulliken_charge": [-0.62, 0.36, -0.44, 0.26, -0.64, -0.60, -0.53, 0.32, 0.27, 0.23, 0.23, 0.24, 0.32, 0.28, 0.31],
  "e_above_lowest_kj_mol": 255.5,
  "lumo_energy_ev": 0.6,
  "mol_weight_g_mol": 104.11,
  "homo_energy_ev": -9.279,
  "spin_multiplicity": 1,
  "smiles": "NC(=O)[C@@H](N)CO",
  "orbital_gap_ha": 0.36124,
  "fmax_ev_per_a": 5.24
}